{"formula": "C9H8F3IO", "method": "wB97M-V/def2-TZVPD", "s_squared": 2.006, "orbital_gap_ev": [6.304, 6.215], "multiplicity": 3, "species": ["C", "C", "C", "C", "C", "C", "C", "C", "C", "O", "F", "F", "F", "I", "H", "H", "H", "H", "H", "H", "H", "H"], "positions_angstrom": [[1.8857, -0.2341, 2.1803], [0.5246, -0.1033, 2.3418], [2.4990, -0.2286, 0.9637], [-0.2873, -0.0613, 1.2234], [1.7037, -0.0070, -0.1602], [0.3505, 0.0966, 0.0059], [-2.0058, -1.6426, -0.9760], [-0.6779, 0.2755, -1.0780], [-0.8923, 1.8838, -1.2919], [-1.9285, -0.2770, -0.9166], [-0.0866, -0.0784, -2.2690], [-1.7929, 1.9632, -2.2610], [-1.4369, 2.4256, -0.2644], [1.0144, 2.7250, -1.9781], [2.6437, -0.3768, 3.0506], [0.1899, 0.0177, 3.4033], [3.5640, -0.2941, 0.9392], [-1.3961, -0.0450, 1.3064], [2.1751, -0.0121, -1.1323], [-1.4511, -1.9061, -1.8539], [-3.0232, -1.8845, -1.1522], [-1.5720, -2.2367, -0.0812]], "atomic_forces_ev_per_a": [[2.5, -0.4, 2.3], [-0.4, 0.0, 1.8], [-0.7, 0.6, -0.7], [-0.1, 0.7, 1.5], [1.2, -0.2, -0.2], [-2.6, -1.3, -0.2], [1.4, -2.2, 0.6], [0.6, 2.9, -0.5], [-2.2, -5.3, 0.1], [0.7, 2.1, 0.7], [-0.2, -0.9, -0.7], [-1.0, 0.6, -1.9], [-1.0, 1.5, 3.1], [3.9, 2.1, -1.3], [-1.9, 0.4, -1.2], [-0.2, -0.5, -1.2], [0.5, -0.2, -0.4], [1.1, 0.1, -0.1], [-0.2, 0.1, -0.2], [0.3, -0.9, -0.5], [-0.9, -0.4, 0.1], [-0.7, 1.2, -1.1]]}

{"formula": "C14H33N2Sb2Se4Si3V", "method": "wB97M-V/def2-TZVPD", "s_squared": 3.777, "orbital_gap_ev": [5.636, 6.211], "charge": -1, "multiplicity": 4, "species": ["V", "Se", "Sb", "Se", "Se", "Se", "C", "Si", "C", "C", "Sb", "Si", "C", "C", "C", "Si", "C", "C", "C", "H", "H", "H", "H", "H", "H", "H", "H", "H", "H", "H", "H", "H", "H", "H", "H", "H", "H", "H", "H", "H", "H", "H", "H", "H", "H", "H", "N", "C", "C", "C", "N", "C", "C", "H", "H", "H", "H", "H", "H"], "positions_angstrom": [[-1.5890, 0.4576, 0.4243], [-3.6848, 4.2103, 2.4559], [-1.4767, 3.2779, 2.0257], [-1.4235, 0.7340, 2.7266], [-1.3684, 2.5627, -0.5179], [0.4858, 4.4843, 2.7715], [3.0339, 2.7492, -1.1146], [3.2399, 1.4247, 0.2200], [4.5466, 0.1382, -0.2653], [3.6535, 2.1811, 1.8901], [0.9790, 0.1411, 0.2763], [1.5164, -1.9092, 1.7140], [2.9856, -2.9970, 1.2024], [1.8572, -1.3019, 3.4683], [-0.0359, -3.0106, 1.6809], [0.8535, -0.7990, -2.0865], [2.2976, -1.8865, -2.6338], [0.5685, 0.5978, -3.3275], [-0.6912, -1.9113, -2.1046], [3.8051, 3.5194, -1.0336], [2.0619, 3.2335, -0.9949], [3.0820, 2.3170, -2.1160], [5.5240, 0.6093, -0.4073], [4.2791, -0.3773, -1.1888], [4.6425, -0.6153, 0.5192], [4.5918, 2.7406, 1.8316], [3.7621, 1.4073, 2.6531], [2.8639, 2.8637, 2.2112], [3.8824, -2.6961, 1.7488], [3.2064, -2.9290, 0.1376], [2.7837, -4.0456, 1.4365], [2.7549, -0.6787, 3.4819], [2.0033, -2.1390, 4.1571], [1.0287, -0.6945, 3.8345], [-0.0016, -3.7285, 0.8576], [-0.9381, -2.4046, 1.5652], [-0.1422, -3.5728, 2.6122], [3.1220, -1.2787, -3.0134], [1.9952, -2.5764, -3.4269], [2.6688, -2.4773, -1.7971], [1.4983, 1.1289, -3.5431], [-0.1267, 1.3322, -2.9124], [0.1573, 0.2335, -4.2726], [-0.5140, -2.8329, -1.5451], [-0.9960, -2.1857, -3.1184], [-1.5432, -1.4109, -1.6369], [-7.4919, 0.8353, -0.9070], [-6.1646, 0.6548, -0.5636], [-5.7793, 0.5451, 0.7735], [-4.4522, 0.3851, 1.0883], [-3.4770, 0.3227, 0.1633], [-3.8596, 0.3829, -1.1254], [-5.1630, 0.5364, -1.5294], [-8.0535, 1.2385, -0.1745], [-7.6485, 1.2741, -1.7997], [-6.5154, 0.6321, 1.5621], [-4.1249, 0.3490, 2.1186], [-3.0713, 0.3538, -1.8682], [-5.3983, 0.6050, -2.5837]], "atomic_forces_ev_per_a": [[1.5, -1.4, -0.3], [0.3, -0.3, -0.1], [-0.4, -0.5, -0.4], [0.0, 0.9, 2.2], [0.3, 2.5, -0.4], [-0.2, -0.3, -0.2], [0.0, -0.2, 0.3], [-0.2, 0.0, -0.2], [-0.1, 0.3, 0.1], [-0.1, -0.2, -0.2], [1.8, -0.3, 0.0], [0.0, -0.3, 0.2], [0.0, 0.1, 0.0], [-0.1, 0.0, -0.2], [0.1, 0.2, 0.0], [-0.1, -0.3, -0.4], [0.0, 0.1, -0.1], [0.1, 0.0, 0.2], [0.1, 0.1, 0.1], [0.0, 0.0, 0.0], [0.0, 0.0, 0.0], [0.0, 0.0, 0.0], [0.0, 0.0, 0.0], [0.0, 0.0, 0.0], [0.0, 0.0, 0.0], [0.0, 0.0, -0.1], [0.0, 0.0, 0.0], [-0.1, 0.0, 0.0], [0.0, 0.0, 0.0], [0.0, 0.0, 0.0], [0.0, 0.0, 0.0], [0.0, 0.0, 0.0], [0.0, 0.0, -0.1], [0.0, 0.0, 0.0], [0.0, 0.0, 0.0], [0.0, 0.0, 0.0], [0.1, 0.0, 0.0], [0.0, 0.0, 0.0], [0.0, 0.0, 0.0], [0.0, 0.0, 0.0], [0.0, 0.0, 0.0], [0.0, 0.0, 0.0], [0.0, -0.1, 0.0], [0.0, 0.0, 0.0], [0.1, 0.0, 0.0], [-0.1, 0.0, 0.0], [0.1, 0.0, 0.0], [0.1, -0.1, 0.2], [-0.2, 0.0, -0.2], [0.1, 0.1, 0.0], [-3.2, -0.4, -0.4], [-0.3, 0.1, 0.0], [-0.1, 0.0, -0.1], [-0.1, 0.0, 0.0], [0.0, 0.0, 0.0], [0.1, 0.0, 0.0], [0.1, 0.0, 0.0], [0.0, 0.0, 0.0], [0.0, 0.0, 0.0]]}

{"formula": "C5H10N", "method": "wB97M-V/def2-TZVPD", "orbital_gap_ev": 10.161, "e_above_lowest_ev": 3.009, "charge": 1, "species": ["C", "C", "C", "C", "C", "N", "H", "H", "H", "H", "H", "H", "H", "H", "H", "H"], "positions_angstrom": [[-2.2437, -0.8012, -0.1712], [-0.5439, 1.2845, 0.4902], [-0.6937, -0.0712, -0.1229], [0.7575, -0.0821, -0.2405], [1.7446, -1.1797, -0.5581], [0.9355, 1.1868, 0.4262], [-2.0316, -1.8579, -0.4222], [-2.5918, -0.4344, 0.7683], [-1.0018, 2.1429, 0.0556], [-0.8223, 1.3270, 1.5140], [-2.6693, -0.3305, -1.1019], [2.6446, -0.9662, -0.0220], [1.9839, -1.4015, -1.6074], [1.3714, -2.0940, -0.1495], [1.5957, 1.8665, -0.1632], [1.5649, 1.4112, 1.3047]], "atomic_forces_ev_per_a": [[4.8, 1.3, -2.9], [-0.9, 0.4, 0.8], [2.4, 0.2, -0.1], [-4.8, -3.7, -0.2], [-0.2, 0.9, -0.1], [4.9, 3.4, -0.6], [-0.7, 0.5, 0.9], [-0.9, -0.5, 0.4], [0.1, 0.7, -0.9], [-0.3, -0.1, 1.2], [-0.1, -0.4, 1.3], [0.9, 0.0, 0.2], [-0.2, 0.6, 0.2], [-0.4, -0.6, 0.3], [-2.6, -1.1, 0.4], [-2.1, -1.8, -1.0]]}

{"formula": "C12H13N3O2S2", "method": "wB97M-V/def2-TZVPD", "orbital_gap_ev": 8.873, "e_above_lowest_ev": 0.000, "smiles": "CCSc1nnc(NC(=O)COc2ccccc2)s1", "species": ["C", "C", "H", "H", "S", "C", "N", "N", "C", "N", "C", "O", "C", "O", "C", "C", "C", "C", "C", "C", "H", "H", "H", "H", "H", "H", "H", "H", "S", "H", "H", "H"], "positions_angstrom": [[4.7434, 1.3268, 0.4676], [4.1714, -0.0618, 0.6611], [4.9553, -0.8016, 0.8201], [3.4576, -0.0890, 1.4818], [3.2855, -0.6560, -0.8248], [1.8443, 0.2762, -0.7051], [1.5753, 1.1146, 0.2381], [0.3972, 1.6985, 0.1165], [-0.2788, 1.3205, -0.9051], [-1.5367, 1.7415, -1.2433], [-2.6248, 1.9632, -0.4354], [-3.6304, 2.4428, -0.9010], [-2.5245, 1.5684, 1.0323], [-1.6886, 0.4866, 1.3458], [-1.8131, -0.6897, 0.6596], [-2.8387, -0.9947, -0.2262], [-2.8311, -2.2123, -0.8880], [-1.8156, -3.1262, -0.6781], [-0.7997, -2.8263, 0.2166], [-0.7970, -1.6193, 0.8838], [-0.0148, -1.3603, 1.5806], [-0.0021, -3.5333, 0.3891], [-1.8137, -4.0671, -1.2065], [-3.6305, -2.4394, -1.5776], [-3.6426, -0.2976, -0.4077], [-3.5518, 1.3995, 1.3857], [-2.1024, 2.4169, 1.5815], [-1.7206, 1.8816, -2.2307], [0.5727, 0.1266, -1.9127], [5.3127, 1.6096, 1.3501], [5.4023, 1.3559, -0.3972], [3.9399, 2.0453, 0.3291]], "atomic_forces_ev_per_a": [[0.0, 0.0, 0.0], [-0.2, 0.0, -0.3], [-0.1, -0.1, 0.0], [0.1, -0.1, 0.1], [0.5, -0.4, 0.1], [-0.5, -0.1, -0.6], [1.3, -0.7, 0.4], [-1.6, 1.2, -0.2], [1.1, -0.7, -0.5], [-0.3, 0.2, -0.6], [0.1, -0.1, 0.1], [-0.2, 0.1, 0.1], [-0.3, 0.1, 0.3], [-0.1, -0.4, 0.0], [0.1, -0.2, 0.1], [-0.1, 0.3, 0.2], [0.1, -0.1, -0.1], [-0.1, -0.1, -0.1], [0.0, 0.0, 0.0], [-0.1, 0.2, 0.1], [0.1, 0.0, 0.1], [0.1, -0.1, 0.0], [0.0, -0.1, 0.0], [-0.1, 0.0, -0.1], [-0.1, 0.0, 0.0], [0.2, 0.1, -0.2], [-0.1, -0.1, -0.1], [-0.1, 0.1, 0.2], [0.1, 0.6, 1.0], [0.1, 0.1, 0.1], [0.1, 0.0, 0.0], [0.0, 0.1, 0.0]]}